(1)
{
  "formula": "C6H14CoO3",
  "method": "the ωB97M-V functional and the def2-TZVPD basis",
  "elements": ["H", "C", "O", "C", "C", "O", "C", "C", "O", "C", "H", "H", "H", "H", "H", "H", "H", "H", "H", "H", "H", "H", "H", "Co"],
  "xyz": [[-1.7677, -1.5019, 0.7512], [-1.3116, 1.8107, -2.0476], [-0.5196, 1.1586, -3.0562], [0.8461, 1.0481, -2.7683], [1.1282, -0.1297, -1.8562], [0.3713, -0.0501, -0.6327], [-1.1300, -2.1914, 1.3205], [-0.1025, -1.4737, 2.0669], [-0.1927, -0.2112, 2.1498], [0.5189, 0.5326, 3.1689], [-1.3688, 2.8757, -2.3435], [-2.3394, 1.4450, -2.1993], [1.2786, 1.9896, -2.3880], [1.3705, 0.8458, -3.7139], [2.2030, -0.1995, -1.6500], [0.7849, -1.0558, -2.3375], [-0.5925, -2.8533, 0.6182], [0.5530, -0.8475, 0.0005], [0.4991, -1.9864, 2.8308], [-1.6682, -2.8577, 2.0107], [-0.1858, 1.2857, 3.5312], [0.8386, -0.1472, 3.9661], [1.3718, 1.0080, 2.6752], [-0.5852, 1.5057, -0.0968]],
  "forces_ev_per_a": [[-0.023, -0.371, 0.319], [-0.177, 0.290, -1.392], [-0.505, -0.044, 1.356], [0.252, 0.207, -0.164], [0.608, -0.955, -1.347], [0.767, -2.236, 2.783], [1.005, 0.264, -1.308], [-2.066, 0.252, 2.266], [-0.074, -0.912, -0.749], [0.862, 0.617, 0.691], [0.378, -0.042, 0.782], [0.345, -0.180, 0.468], [-0.190, -0.101, 0.126], [-0.132, -0.023, 0.254], [-0.246, 0.063, 0.141], [0.202, 0.283, -0.045], [-0.354, -0.273, 0.076], [-0.193, 2.158, -2.385], [0.445, 0.059, -0.516], [0.080, 0.104, 0.010], [0.119, -0.241, -0.012], [-0.070, 0.240, -0.170], [-0.105, -0.068, 0.196], [-0.929, 0.910, -1.379]],
  "mulliken_charge": [0.264, -0.410, -0.321, -0.763, -0.071, -0.245, -0.916, 0.204, -0.165, -0.673, 0.462, 0.333, 0.338, 0.369, 0.406, 0.328, 0.408, 0.183, 0.437, 0.406, 0.283, 0.421, 0.316, 0.405],
  "orbital_gap_ev": [5.8633, 6.2921],
  "charge": 2,
  "homo_ev": [-15.93, -16.38],
  "largest_force_ha_per_bohr": 0.07101,
  "multiplicity": 4,
  "s_squared": 3.76
}



(2)
{
  "formula": "C33H48AsN10O5RbSi",
  "method": "the ωB97M-V functional and the def2-TZVPD basis",
  "elements": ["Rb", "N", "C", "C", "N", "C", "C", "N", "C", "C", "N", "H", "H", "H", "H", "H", "H", "N", "N", "C", "N", "N", "N", "O", "O", "H", "H", "H", "H", "H", "N", "H", "H", "H", "C", "As", "C", "C", "H", "H", "H", "H", "H", "H", "H", "H", "H", "C", "C", "O", "C", "C", "H", "H", "H", "H", "H", "H", "H", "H", "H", "H", "O", "Si", "C", "C", "C", "C", "C", "C", "C", "C", "C", "C", "C", "C", "C", "C", "C", "C", "C", "C", "H", "H", "H", "H", "H", "H", "H", "H", "H", "H", "H", "H", "H", "H", "H", "O", "C"],
  "xyz": [[-1.3092, 0.0945, 1.4291], [0.1941, 4.0639, 3.8428], [1.4795, 3.4990, 3.8270], [1.3071, 2.2260, 3.3806], [-0.0326, 2.0136, 3.0940], [-0.6693, 3.1373, 3.4187], [-2.1216, 3.3664, 3.1186], [-2.7505, 2.9053, 2.0841], [-4.0491, 3.3663, 2.2600], [-4.1923, 4.0016, 3.4909], [-2.9104, 4.0142, 4.0361], [-0.0447, 5.0376, 4.0552], [2.3342, 4.0834, 4.1037], [1.9550, 1.4078, 3.2723], [-4.7039, 3.0385, 1.4891], [-5.0284, 4.2603, 4.1014], [-2.5993, 4.1274, 5.0397], [-5.5025, -0.2149, 3.9502], [-5.0897, -0.1043, 5.2852], [-3.8722, -0.6647, 5.6078], [-3.6100, -0.9709, 6.8509], [-3.1218, -0.7594, 4.5026], [-1.8893, -1.3713, 4.7155], [-1.3662, -1.6248, 5.8080], [-1.2730, -1.7251, 3.6594], [-4.5657, -0.3888, 3.5361], [-5.6720, 0.7363, 3.5460], [-5.8345, -0.0640, 5.9836], [-4.3074, -1.3968, 7.4331], [-2.6578, -1.4520, 6.8994], [-0.1416, 1.9097, -2.3393], [0.2688, 1.1389, -1.8324], [-0.7786, 2.3689, -1.7223], [0.6460, 2.4735, -2.5677], [-0.9502, 0.1473, -6.5837], [-2.0950, 0.0599, -4.9394], [-3.3681, 1.6383, -5.0660], [-3.5151, -1.1639, -5.6107], [-1.5214, 0.0249, -7.4858], [-0.1544, -0.6509, -6.4914], [-0.5174, 1.1479, -6.6297], [-2.9249, 2.5037, -4.6768], [-4.3062, 1.3386, -4.5666], [-3.5792, 1.7660, -6.1613], [-4.4359, -0.9852, -5.0460], [-3.2475, -2.2362, -5.6472], [-3.7473, -0.8063, -6.6157], [-1.6954, -4.1925, 1.6111], [-3.0239, -3.5472, 1.6926], [-3.0791, -2.2225, 0.9785], [-3.6519, -2.3493, -0.3897], [-3.3431, -1.0974, -1.1399], [-1.7334, -5.1592, 2.0295], [-0.9260, -3.7036, 2.1529], [-1.3102, -4.3202, 0.5779], [-3.3269, -3.3475, 2.6776], [-3.8338, -4.1872, 1.2330], [-4.7156, -2.6311, -0.2390], [-3.2455, -3.1995, -0.9532], [-3.9501, -0.3365, -0.6859], [-3.5611, -1.1790, -2.2326], [-2.2269, -1.0320, -1.0791], [0.8735, 0.0882, 0.0353], [2.3960, 0.1423, -0.4105], [2.6331, 0.2810, -2.2903], [3.6650, 1.0981, -2.7918], [4.0863, 0.9939, -4.1270], [3.6355, 0.0308, -4.9719], [2.7164, -0.8936, -4.4289], [2.1564, -0.7158, -3.1458], [3.3034, -1.5213, -0.2980], [4.5670, -1.7133, -0.8419], [5.2237, -2.9924, -0.6247], [4.5905, -3.9677, 0.1409], [3.3326, -3.7366, 0.6973], [2.7660, -2.4547, 0.5873], [3.4975, 1.5446, 0.2086], [4.4378, 1.3222, 1.2974], [5.0104, 2.3495, 2.0358], [4.9241, 3.6648, 1.5339], [4.0577, 3.9206, 0.4643], [3.3396, 2.8703, -0.1570], [4.0302, 1.9158, -2.1357], [4.8544, 1.6387, -4.4879], [4.1231, -0.1131, -5.9679], [2.2634, -1.6471, -5.0720], [1.4294, -1.4148, -2.7161], [5.0736, -0.9706, -1.3743], [6.1892, -3.1771, -1.1045], [5.1497, -4.8763, 0.3604], [2.9307, -4.5550, 1.3414], [1.8551, -2.2220, 1.1158], [4.7710, 0.2494, 1.5443], [5.5405, 2.0531, 2.9586], [5.5724, 4.3923, 1.9129], [3.9923, 4.9184, 0.0574], [2.5954, 3.1545, -0.9187], [9.0876, -6.7426, -6.9822], [9.2238, -5.7268, -7.5175]],
  "forces_ev_per_a": [[-0.124, -0.072, -0.223], [0.910, 1.129, 0.560], [-0.823, 0.415, 0.053], [-1.808, 0.671, 0.001], [-0.262, 0.765, 0.841], [-0.423, -1.437, -1.536], [2.115, -0.343, 1.687], [-0.510, 1.160, 0.137], [0.549, -0.486, 1.245], [0.692, -0.948, -0.748], [0.351, -0.360, 0.429], [0.353, -0.766, -0.199], [0.154, -0.035, 0.068], [1.047, -0.513, -0.232], [-0.995, 0.385, -0.078], [-0.388, 0.416, -0.164], [-0.878, 0.029, -1.892], [0.494, 1.041, -1.571], [0.375, -0.088, 1.670], [-2.493, 1.593, -2.355], [2.379, -1.634, 1.545], [2.393, -0.957, 1.539], [1.881, -1.440, -2.982], [-0.854, 0.546, -0.185], [-1.869, 1.239, 2.372], [-0.924, -0.527, -0.583], [-0.078, -0.671, 0.901], [0.534, -0.288, -0.394], [-0.470, 0.267, 0.000], [-1.270, 0.930, 0.157], [-0.225, -0.859, -0.583], [-0.207, -0.399, 0.336], [-0.115, 0.553, 0.393], [0.373, 0.868, -0.165], [0.227, -0.252, 0.797], [-0.357, -0.158, 0.447], [-0.212, -2.042, -2.018], [0.056, 0.153, -0.495], [-0.330, -0.291, -0.435], [-0.865, 1.039, -0.112], [0.317, -0.179, 0.157], [0.472, 1.211, 0.684], [0.549, 0.280, -0.059], [0.015, 0.110, 0.939], [0.258, -0.306, 0.222], [-0.115, 0.611, 0.146], [0.000, -0.274, -0.189], [0.746, -0.016, -1.551], [-1.420, 1.074, -2.782], [-0.240, -1.681, -0.753], [-0.148, -1.473, 1.313], [0.657, -0.808, -0.762], [-0.263, -1.394, 0.514], [0.554, 0.893, 0.541], [-0.464, 0.175, 0.405], [-0.261, 0.380, 1.431], [0.820, 0.498, 0.399], [0.266, 0.633, -0.258], [0.430, -0.077, 0.470], [0.336, 1.049, -0.008], [-0.071, 0.020, 0.901], [-0.942, 0.758, -0.013], [0.792, 0.090, 0.222], [-0.691, -0.381, -1.465], [1.164, 0.482, -0.327], [-0.890, 0.598, -0.173], [0.604, 0.789, 1.085], [-0.204, -1.882, -0.181], [-1.335, 0.514, -0.188], [0.689, -0.231, -0.492], [0.327, 1.231, 1.586], [0.173, -3.761, 1.194], [-0.950, 1.882, -0.464], [0.431, 0.221, -0.362], [0.352, -0.011, 1.037], [0.074, -1.697, -0.683], [1.392, -0.148, 2.224], [-0.582, -1.463, -0.525], [0.158, -0.296, -0.512], [-1.314, -1.603, -0.608], [0.536, -0.851, 0.022], [-0.523, 1.084, 0.432], [0.122, -0.835, -0.863], [0.466, 0.627, -0.107], [-0.812, 0.162, 0.882], [0.349, -0.128, 0.111], [0.130, 0.102, -0.553], [0.515, 1.060, -0.978], [-0.227, 0.041, 0.376], [-0.371, -0.059, -0.187], [0.022, 0.975, -0.514], [-0.260, 0.036, -0.036], [-0.992, 1.605, -0.196], [0.103, 0.553, -0.731], [0.517, 1.273, 0.711], [-0.066, 0.140, -0.002], [0.403, -0.233, 0.289], [0.425, 3.173, -1.672], [-0.426, -3.172, 1.672]],
  "mulliken_charge": [0.580, -0.005, -0.853, -0.366, 0.181, -0.258, 0.000, -0.208, -0.419, -0.582, -0.120, 0.249, 0.477, 0.573, 0.491, 0.432, 0.320, -0.635, -0.047, 0.263, -0.411, -0.144, 0.768, -0.743, -0.511, 0.365, 0.314, 0.235, 0.250, 0.346, -0.528, -0.007, 0.228, 0.218, -1.049, 0.423, -1.113, -1.270, 0.409, 0.238, 0.336, 0.347, 0.317, 0.320, 0.356, 0.329, 0.403, -1.167, -0.356, -0.016, -0.512, -0.390, 0.472, 0.235, 0.300, 0.279, 0.390, 0.353, 0.353, 0.225, 0.056, -0.067, 0.460, -0.599, 0.858, -0.690, -0.656, -0.597, -0.743, -0.443, 0.433, -0.341, -0.847, -0.278, -0.541, -0.487, 0.558, -0.685, -0.468, -0.669, -0.749, 0.250, 0.310, 0.398, 0.314, 0.424, 0.441, 0.596, 0.355, 0.336, 0.296, 0.404, 0.122, 0.357, 0.500, 0.426, 0.306, -0.150, 0.150],
  "orbital_gap_ev": 6.9731,
  "charge": 0,
  "homo_ev": -7.50,
  "largest_force_ha_per_bohr": 0.07681,
  "multiplicity": 1
}